1.
{
  "formula": "C30H70FN7O10PS2",
  "method": "ωB97M-V/def2-TZVPD",
  "mol_weight_g_mol": 803.03,
  "total_charge": 1,
  "gap_ev": 6.445,
  "lumo_energy_ev": -4.6,
  "symbols": ["C", "C", "C", "O", "C", "O", "C", "S", "N", "C", "N", "N", "F", "C", "C", "P", "O", "C", "C", "C", "C", "O", "O", "C", "O", "C", "S", "H", "H", "H", "H", "H", "H", "H", "H", "H", "H", "H", "H", "H", "H", "H", "H", "H", "H", "H", "H", "H", "H", "H", "H", "H", "H", "C", "C", "C", "O", "C", "N", "H", "H", "H", "H", "H", "H", "H", "H", "H", "H", "H", "C", "C", "C", "O", "C", "N", "H", "H", "H", "H", "H", "H", "H", "H", "H", "H", "H", "C", "C", "C", "O", "C", "N", "H", "H", "H", "H", "H", "H", "H", "H", "H", "H", "H", "C", "C", "C", "O", "C", "N", "H", "H", "H", "H", "H", "H", "H", "H", "H", "H", "H"],
  "coordinates": [[3.451, 0.502, 0.481], [3.641, -0.381, -0.734], [2.743, 0.006, -1.918], [1.821, 1.042, -1.545], [0.818, 1.242, -2.428], [0.843, 0.871, -3.581], [-0.342, 1.991, -1.804], [-1.802, 1.001, -1.554], [-1.420, -0.085, -0.239], [-0.418, -1.006, -0.549], [0.640, -1.106, 0.230], [-0.614, -1.768, -1.640], [0.417, -2.717, -1.686], [-1.882, -2.564, -1.637], [-3.063, -1.873, -0.946], [-4.331, -1.210, -2.136], [-5.550, -2.039, -2.158], [-2.604, -0.892, 0.161], [-3.725, -0.027, 0.740], [-3.508, 0.218, 2.245], [-4.230, -0.818, 3.093], [-3.644, -2.111, 3.022], [3.353, -1.774, -0.457], [4.403, -2.484, 0.046], [5.209, -2.034, 0.830], [4.462, -3.905, -0.463], [5.855, -4.077, -1.622], [3.994, 1.426, 0.306], [2.416, 0.711, 0.727], [3.903, 0.061, 1.361], [4.671, -0.291, -1.062], [2.218, -0.872, -2.281], [3.375, 0.362, -2.725], [-0.631, 2.744, -2.535], [-0.039, 2.527, -0.910], [0.939, -1.987, 0.614], [1.135, -0.259, 0.476], [-1.642, -3.458, -1.060], [-2.117, -2.919, -2.633], [-3.607, -2.657, -0.423], [-3.689, -1.141, -3.392], [-4.647, 0.126, -1.824], [-2.275, -1.515, 0.991], [-4.653, -0.587, 0.651], [-3.810, 0.916, 0.215], [-2.450, 0.163, 2.505], [-3.886, 1.192, 2.539], [-5.263, -0.914, 2.773], [-4.232, -0.499, 4.135], [-2.694, -2.040, 3.112], [3.553, -4.169, -0.990], [4.636, -4.564, 0.376], [5.784, -2.908, -2.276], [1.842, 1.952, 6.620], [1.891, 0.663, 5.805], [2.404, 0.848, 4.370], [1.481, 1.444, 3.470], [1.375, 2.857, 3.575], [0.569, 0.028, 5.841], [0.974, 2.561, 6.372], [1.771, 1.717, 7.681], [2.740, 2.553, 6.468], [2.596, -0.009, 6.302], [2.608, -0.145, 3.957], [3.356, 1.394, 4.357], [2.337, 3.318, 3.806], [0.631, 3.142, 4.321], [1.035, 3.234, 2.610], [0.626, -0.891, 5.411], [-0.044, 0.557, 5.227], [4.451, 7.980, 1.216], [4.636, 7.237, 2.536], [4.724, 5.712, 2.389], [3.492, 5.057, 2.129], [3.046, 5.125, 0.790], [3.573, 7.644, 3.460], [3.421, 7.941, 0.863], [4.700, 9.033, 1.344], [5.100, 7.575, 0.436], [5.588, 7.563, 2.961], [5.069, 5.302, 3.341], [5.469, 5.429, 1.633], [3.882, 5.088, 0.084], [2.452, 6.023, 0.611], [2.402, 4.260, 0.615], [3.759, 7.257, 4.380], [2.713, 7.190, 3.166], [-0.940, -9.016, 0.328], [-0.197, -7.688, 0.428], [-0.984, -6.582, 1.145], [-2.032, -5.998, 0.392], [-3.232, -6.759, 0.334], [0.231, -7.283, -0.915], [-1.684, -9.012, -0.467], [-0.239, -9.817, 0.099], [-1.439, -9.265, 1.266], [0.704, -7.864, 1.024], [-0.289, -5.761, 1.354], [-1.363, -6.929, 2.114], [-3.415, -7.287, 1.272], [-3.209, -7.469, -0.494], [-4.053, -6.066, 0.156], [0.837, -6.470, -0.847], [-0.588, -6.948, -1.416], [-4.662, 0.978, -7.136], [-3.780, 1.063, -5.896], [-3.975, 2.350, -5.081], [-3.385, 3.506, -5.630], [-4.116, 4.127, -6.675], [-2.381, 0.865, -6.289], [-4.273, 1.579, -7.956], [-4.707, -0.051, -7.492], [-5.682, 1.303, -6.923], [-4.055, 0.229, -5.240], [-3.482, 2.198, -4.118], [-5.036, 2.532, -4.859], [-5.194, 4.055, -6.507], [-3.863, 3.696, -7.646], [-3.833, 5.178, -6.692], [-1.799, 0.799, -5.456], [-2.063, 1.716, -6.744]]
}

=====

2.
{
  "formula": "C30H70LiN10O10",
  "method": "ωB97M-V/def2-TZVPD",
  "mol_weight_g_mol": 737.89,
  "total_charge": 1,
  "gap_ev": 8.641,
  "lumo_energy_ev": -1.5,
  "symbols": ["Li", "C", "C", "O", "N", "C", "H", "H", "H", "H", "H", "H", "H", "C", "C", "O", "N", "C", "H", "H", "H", "H", "H", "H", "H", "C", "C", "O", "N", "C", "H", "H", "H", "H", "H", "H", "H", "C", "C", "O", "N", "C", "H", "H", "H", "H", "H", "H", "H", "C", "C", "O", "N", "C", "H", "H", "H", "H", "H", "H", "H", "C", "C", "O", "N", "C", "H", "H", "H", "H", "H", "H", "H", "C", "C", "O", "N", "C", "H", "H", "H", "H", "H", "H", "H", "C", "C", "O", "N", "C", "H", "H", "H", "H", "H", "H", "H", "C", "C", "O", "N", "C", "H", "H", "H", "H", "H", "H", "H", "C", "C", "O", "N", "C", "H", "H", "H", "H", "H", "H", "H"],
  "coordinates": [[-0.683, 0.115, 1.048], [-0.068, 4.064, 1.394], [0.711, 2.854, 0.964], [0.158, 1.786, 0.729], [2.050, 2.972, 1.039], [2.843, 1.853, 0.894], [-1.085, 4.227, 0.960], [0.427, 5.084, 1.291], [-0.324, 3.960, 2.456], [2.464, 3.886, 1.147], [2.249, 0.897, 1.068], [3.728, 1.937, 1.542], [3.241, 1.681, -0.146], [0.536, 4.122, 6.971], [1.213, 3.674, 5.708], [0.858, 2.827, 4.917], [2.381, 4.336, 5.477], [3.245, 3.900, 4.438], [0.908, 5.175, 7.063], [0.934, 3.622, 7.788], [-0.510, 4.017, 6.814], [2.709, 4.867, 6.241], [3.608, 4.730, 3.837], [2.682, 3.308, 3.707], [4.008, 3.249, 4.795], [2.513, -2.137, -0.504], [1.903, -1.649, 0.827], [0.730, -1.277, 0.958], [2.821, -1.686, 1.858], [2.486, -1.410, 3.215], [3.465, -1.501, -0.733], [1.849, -2.214, -1.348], [2.873, -3.165, -0.429], [3.713, -2.121, 1.609], [2.169, -0.370, 3.421], [3.426, -1.567, 3.763], [1.727, -2.059, 3.562], [2.168, 0.251, -4.625], [1.830, 0.399, -3.164], [2.711, 0.624, -2.318], [0.527, 0.274, -2.885], [-0.567, -0.069, -3.841], [3.215, 0.416, -4.775], [1.660, 1.007, -5.210], [1.855, -0.693, -5.063], [0.272, 0.240, -1.889], [-1.525, -0.096, -3.310], [-0.464, -1.097, -4.201], [-0.608, 0.589, -4.719], [1.685, -5.855, -1.025], [2.840, -6.508, -0.426], [3.923, -6.403, -0.974], [2.661, -7.246, 0.736], [1.451, -7.887, 1.160], [1.007, -6.616, -1.283], [2.025, -5.388, -1.952], [1.115, -5.252, -0.263], [3.486, -7.762, 0.964], [0.543, -7.334, 0.940], [1.471, -8.167, 2.239], [1.426, -8.835, 0.621], [-1.447, 6.761, -1.007], [-1.360, 5.385, -1.636], [-2.355, 4.650, -1.565], [-0.127, 4.944, -2.069], [0.003, 3.641, -2.625], [-0.559, 7.411, -1.285], [-1.505, 6.624, 0.075], [-2.293, 7.323, -1.278], [0.563, 5.621, -2.244], [0.233, 2.823, -1.960], [0.878, 3.695, -3.304], [-0.913, 3.404, -3.151], [-3.042, 1.709, -1.368], [-2.963, 0.354, -0.718], [-1.872, -0.247, -0.679], [-4.143, -0.019, -0.085], [-4.177, -1.289, 0.573], [-2.228, 2.402, -1.102], [-4.073, 2.191, -1.226], [-2.891, 1.544, -2.471], [-4.978, 0.314, -0.618], [-4.900, -1.961, 0.096], [-4.596, -1.179, 1.600], [-3.153, -1.800, 0.611], [5.031, -4.352, -4.653], [6.234, -5.092, -4.138], [7.344, -5.005, -4.602], [5.884, -5.827, -2.995], [6.955, -6.333, -2.081], [5.336, -3.760, -5.541], [4.722, -3.692, -3.856], [4.268, -5.065, -4.906], [4.960, -5.736, -2.610], [6.476, -6.960, -1.310], [7.584, -5.642, -1.620], [7.542, -7.028, -2.757], [-6.722, 0.913, -3.934], [-7.270, 0.219, -2.686], [-6.649, -0.157, -1.723], [-8.646, 0.151, -2.670], [-9.314, -0.321, -1.493], [-7.509, 1.439, -4.552], [-6.093, 0.253, -4.563], [-6.045, 1.761, -3.656], [-9.211, 0.473, -3.446], [-8.815, -0.036, -0.601], [-9.307, -1.417, -1.376], [-10.387, -0.140, -1.553], [-1.248, 0.443, 5.290], [-1.745, 0.813, 3.919], [-1.423, 0.191, 2.836], [-2.515, 1.912, 3.872], [-3.382, 2.342, 2.732], [-1.485, -0.564, 5.571], [-1.534, 1.204, 6.036], [-0.148, 0.577, 5.273], [-2.776, 2.329, 4.720], [-4.395, 2.431, 3.137], [-3.422, 1.494, 2.064], [-3.062, 3.302, 2.228]]
}

=====

3.
{
  "formula": "C30H70N10O10",
  "method": "ωB97M-V/def2-TZVPD",
  "mol_weight_g_mol": 730.95,
  "total_charge": 0,
  "smiles": "CNC(C)=O.CNC(C)=O.CNC(C)=O.CNC(C)=O.CNC(C)=O.CNC(C)=O.CNC(C)=O.CNC(C)=O.CNC(C)=O.CNC(C)=O",
  "gap_ev": 8.842,
  "relative_energy_kcal_mol": 127.2,
  "lumo_energy_ev": 0.1,
  "symbols": ["C", "C", "O", "N", "C", "H", "H", "H", "H", "H", "H", "H", "C", "C", "O", "N", "C", "H", "H", "H", "H", "H", "H", "H", "C", "C", "O", "N", "C", "H", "H", "H", "H", "H", "H", "H", "C", "C", "O", "N", "C", "H", "H", "H", "H", "H", "H", "H", "C", "C", "O", "N", "C", "H", "H", "H", "H", "H", "H", "H", "C", "C", "O", "N", "C", "H", "H", "H", "H", "H", "H", "H", "C", "C", "O", "N", "C", "H", "H", "H", "H", "H", "H", "H", "C", "C", "O", "N", "C", "H", "H", "H", "H", "H", "H", "H", "C", "C", "O", "N", "C", "H", "H", "H", "H", "H", "H", "H", "C", "C", "O", "N", "C", "H", "H", "H", "H", "H", "H", "H"],
  "coordinates": [[-1.280, 0.197, -4.092], [-2.455, -0.421, -3.288], [-2.393, -1.049, -2.249], [-3.655, 0.024, -3.731], [-4.944, -0.432, -3.163], [-1.126, -0.438, -4.965], [-0.358, 0.169, -3.511], [-1.492, 1.210, -4.433], [-3.811, 0.747, -4.418], [-5.471, -1.255, -3.646], [-5.695, 0.358, -3.139], [-4.853, -0.665, -2.103], [-4.560, 4.389, 0.104], [-4.499, 5.345, -1.159], [-5.506, 6.051, -1.445], [-3.321, 5.472, -1.735], [-3.206, 6.263, -2.975], [-5.531, 3.892, 0.108], [-4.379, 4.850, 1.075], [-3.730, 3.717, -0.111], [-2.482, 5.170, -1.260], [-3.263, 7.329, -2.755], [-3.977, 6.044, -3.713], [-2.245, 6.156, -3.478], [-2.935, -2.856, 0.442], [-2.082, -3.821, -0.375], [-1.703, -4.846, 0.201], [-1.616, -3.518, -1.604], [-0.704, -4.236, -2.553], [-2.344, -2.360, 1.211], [-3.550, -3.517, 1.053], [-3.425, -2.145, -0.224], [-1.937, -2.583, -1.808], [0.043, -3.492, -2.833], [-1.186, -4.515, -3.490], [-0.233, -5.090, -2.067], [1.648, -4.828, 0.689], [1.510, -6.259, 1.279], [2.501, -6.977, 1.469], [0.258, -6.601, 1.456], [0.021, -7.927, 1.976], [2.698, -4.553, 0.785], [1.056, -4.143, 1.296], [1.340, -4.925, -0.352], [-0.540, -5.996, 1.325], [0.156, -8.674, 1.195], [-0.848, -7.914, 2.635], [0.855, -8.190, 2.626], [7.787, 0.787, 1.870], [6.292, 1.154, 1.423], [5.800, 0.656, 0.358], [5.508, 1.906, 2.152], [4.133, 2.105, 1.720], [7.726, 0.433, 2.899], [8.281, 1.739, 1.672], [8.308, -0.029, 1.370], [5.922, 2.348, 2.961], [3.660, 2.826, 2.387], [3.514, 1.210, 1.778], [3.837, 2.480, 0.739], [0.708, 5.258, 1.065], [0.348, 6.002, -0.240], [-0.138, 5.500, -1.176], [0.522, 7.329, -0.174], [0.277, 8.065, -1.372], [0.244, 4.275, 0.990], [0.239, 5.769, 1.906], [1.767, 5.421, 1.266], [0.992, 7.783, 0.596], [-0.276, 8.961, -1.086], [-0.333, 7.504, -2.080], [1.130, 8.515, -1.880], [3.466, -1.457, 3.228], [2.841, -2.847, 3.555], [1.614, -3.059, 3.343], [3.640, -3.814, 4.013], [3.096, -5.149, 4.284], [4.037, -1.063, 4.070], [2.826, -0.596, 3.033], [4.267, -1.454, 2.489], [4.556, -3.682, 3.608], [3.907, -5.864, 4.424], [2.338, -5.587, 3.635], [2.691, -5.005, 5.286], [-0.359, 4.261, -4.909], [1.012, 3.668, -4.467], [1.494, 2.679, -5.007], [1.584, 4.291, -3.507], [2.949, 4.166, -3.004], [-1.102, 3.464, -4.898], [-0.312, 4.855, -5.822], [-0.568, 4.976, -4.114], [0.909, 4.914, -3.087], [2.928, 3.461, -2.173], [3.479, 5.088, -2.764], [3.676, 3.578, -3.565], [-1.076, 2.253, -0.905], [-0.311, 1.450, 0.024], [0.013, 1.852, 1.150], [-0.145, 0.179, -0.340], [0.462, -0.888, 0.593], [-1.956, 2.632, -0.384], [-1.480, 1.701, -1.754], [-0.545, 3.114, -1.310], [-0.317, -0.167, -1.274], [1.086, -1.632, 0.097], [-0.265, -1.545, 1.069], [1.147, -0.581, 1.383], [-1.273, -3.852, 3.754], [-2.556, -4.534, 3.943], [-3.249, -4.604, 5.020], [-3.016, -5.195, 2.865], [-4.073, -6.139, 2.911], [-1.098, -3.237, 2.871], [-0.494, -4.587, 3.955], [-1.066, -3.052, 4.465], [-2.638, -4.986, 1.951], [-4.805, -6.006, 2.114], [-4.632, -5.998, 3.836], [-3.683, -7.157, 2.917]]
}

=====

4.
{
  "formula": "C30H70N10O10",
  "method": "ωB97M-V/def2-TZVPD",
  "mol_weight_g_mol": 730.95,
  "total_charge": 0,
  "smiles": "CN(C)C=O.CN(C)C=O.CN(C)C=O.CN(C)C=O.CN(C)C=O.CN(C)C=O.CN(C)C=O.CN(C)C=O.CN(C)C=O.CN(C)C=O",
  "gap_ev": 9.523,
  "relative_energy_kcal_mol": 248.8,
  "lumo_energy_ev": 0.3,
  "symbols": ["C", "O", "N", "C", "C", "H", "H", "H", "H", "H", "H", "H", "C", "O", "N", "C", "C", "H", "H", "H", "H", "H", "H", "H", "C", "O", "N", "C", "C", "H", "H", "H", "H", "H", "H", "H", "C", "O", "N", "C", "C", "H", "H", "H", "H", "H", "H", "H", "C", "O", "N", "C", "C", "H", "H", "H", "H", "H", "H", "H", "C", "O", "N", "C", "C", "H", "H", "H", "H", "H", "H", "H", "C", "O", "N", "C", "C", "H", "H", "H", "H", "H", "H", "H", "C", "O", "N", "C", "C", "H", "H", "H", "H", "H", "H", "H", "C", "O", "N", "C", "C", "H", "H", "H", "H", "H", "H", "H", "C", "O", "N", "C", "C", "H", "H", "H", "H", "H", "H", "H"],
  "coordinates": [[5.543, -3.941, 5.876], [5.367, -4.823, 5.061], [5.193, -2.651, 5.762], [5.302, -1.642, 6.811], [4.897, -2.156, 4.406], [5.959, -4.112, 6.881], [5.380, -2.166, 7.764], [4.415, -1.017, 6.909], [6.140, -1.024, 6.489], [3.849, -1.865, 4.346], [5.499, -1.288, 4.138], [5.183, -2.937, 3.701], [-5.814, -10.286, 6.198], [-5.661, -9.400, 7.001], [-5.414, -10.297, 4.889], [-4.779, -9.180, 4.184], [-5.569, -11.469, 4.037], [-6.251, -11.271, 6.425], [-4.594, -8.335, 4.847], [-5.412, -8.856, 3.359], [-3.846, -9.440, 3.684], [-6.216, -12.248, 4.441], [-5.896, -11.210, 3.030], [-4.619, -11.993, 3.928], [2.340, -0.624, -7.471], [2.245, 0.398, -6.791], [3.176, -0.775, -8.532], [4.236, 0.125, -8.829], [2.973, -1.932, -9.364], [1.865, -1.591, -7.247], [4.229, 1.055, -8.261], [4.070, 0.341, -9.885], [5.160, -0.418, -8.631], [2.643, -1.757, -10.388], [3.891, -2.494, -9.531], [2.234, -2.613, -8.941], [6.040, 6.129, 0.962], [6.299, 5.270, 1.839], [5.474, 5.843, -0.230], [4.994, 6.940, -1.069], [5.158, 4.508, -0.596], [6.260, 7.203, 1.060], [5.661, 6.987, -1.931], [4.894, 7.957, -0.690], [3.977, 6.797, -1.434], [5.481, 4.326, -1.621], [5.795, 3.837, -0.021], [4.080, 4.345, -0.567], [-0.884, -12.664, 0.163], [-0.575, -13.621, 0.916], [-1.882, -12.819, -0.765], [-2.356, -11.712, -1.577], [-2.654, -14.068, -0.949], [-0.437, -11.661, 0.248], [-3.329, -11.407, -1.192], [-2.512, -11.891, -2.641], [-1.805, -10.862, -1.176], [-2.659, -14.247, -2.024], [-2.103, -14.840, -0.412], [-3.695, -13.978, -0.639], [0.699, 8.509, 5.209], [-0.044, 8.625, 4.199], [0.748, 9.381, 6.178], [1.618, 9.239, 7.365], [-0.081, 10.542, 6.284], [1.415, 7.697, 5.410], [2.357, 8.438, 7.357], [0.973, 8.994, 8.209], [2.161, 10.165, 7.555], [-0.773, 10.769, 5.473], [-0.672, 10.687, 7.188], [0.610, 11.384, 6.245], [4.804, -6.211, -3.764], [4.181, -7.173, -4.259], [5.849, -5.534, -4.312], [6.542, -4.531, -3.575], [6.335, -5.914, -5.601], [4.397, -5.823, -2.817], [7.473, -5.014, -3.277], [6.065, -4.301, -2.622], [6.824, -3.615, -4.094], [6.519, -5.037, -6.221], [7.159, -6.620, -5.703], [5.548, -6.342, -6.222], [-1.415, -1.395, 0.043], [-1.362, -2.584, 0.256], [-1.862, -0.475, 0.861], [-1.951, 0.933, 0.442], [-2.153, -0.633, 2.239], [-1.080, -0.916, -0.890], [-2.940, 1.392, 0.424], [-1.462, 1.001, -0.529], [-1.337, 1.590, 1.058], [-3.153, -0.266, 2.472], [-1.955, -1.635, 2.621], [-1.524, 0.035, 2.827], [-9.113, 8.456, 2.493], [-8.646, 9.448, 3.001], [-8.480, 7.354, 2.037], [-7.038, 7.363, 2.026], [-9.057, 6.091, 1.538], [-10.201, 8.289, 2.461], [-6.764, 6.954, 1.054], [-6.555, 6.642, 2.684], [-6.510, 8.304, 2.184], [-8.913, 5.290, 2.263], [-10.123, 6.058, 1.315], [-8.626, 5.862, 0.563], [-2.368, 10.334, -6.722], [-1.204, 10.156, -7.072], [-2.985, 9.660, -5.791], [-4.212, 9.993, -5.123], [-2.208, 8.762, -4.971], [-3.006, 11.144, -7.111], [-4.780, 9.067, -5.029], [-4.985, 10.678, -5.472], [-3.778, 10.422, -4.220], [-2.763, 8.063, -4.345], [-1.364, 8.302, -5.485], [-1.774, 9.466, -4.261]]
}